The following is a quantum chemistry calculation of 10 unconnected molecules or ions with the total composition C74H162N8O6 at a distorted geometry, from the Open Molecules 2025 dataset.

Orbital gap (spin up / spin down) ... 3.157 / 7.684 eV
Multiplicity ... 2
Net charge ... +5
Energy ... -103521.3515 eV
⟨S²⟩ ... 0.751

Each line ends with the Mulliken spin population.
Geometry (Å):
C 6.11 -2.12 4.05  0.022
H 1.25 1.22 1.03  0.200
C -9.15 -1.27 2.63  -0.002
C 3.51 -1.32 2.73  -1.808
H -1.60 -0.17 2.18  -0.088
N -1.65 6.00 -2.52  0.000
H 3.56 -1.91 4.73  0.077
H -1.56 -2.37 -7.09  0.000
H -8.54 -1.15 -0.10  0.000
C 1.64 -1.84 -1.92  0.030
H 9.30 0.17 -1.82  0.000
H 4.89 1.38 -4.04  -0.001
H 0.99 3.03 -4.51  0.000
H -7.95 3.90 0.87  0.000
H 0.53 -2.40 -4.88  0.001
C -0.54 6.20 -1.47  0.002
H 6.52 1.87 -3.53  0.001
C -0.64 -2.05 -6.60  0.001
C -1.56 -5.78 -0.23  0.059
H -3.40 6.85 -3.18  0.000
H 0.88 -2.61 -2.08  0.002
C -7.76 3.16 0.10  0.000
C -6.52 2.41 0.28  0.003
C 5.07 -1.68 6.99  -0.025
H 1.09 -0.36 -5.21  -0.004
H 5.70 -2.22 -3.41  0.002
C 5.57 -1.40 -4.12  0.000
C 0.95 -4.96 -0.59  0.039
C 2.66 -5.78 1.10  0.344
C 0.94 0.78 8.32  0.030
H 8.01 1.12 0.10  0.001
H -1.54 3.98 -2.02  0.004
C 5.86 0.33 3.71  0.014
C -0.97 -7.12 0.25  -0.028
H -1.63 1.25 -5.49  0.000
H -9.01 1.76 -1.02  0.000
H 0.80 0.99 -6.22  0.001
C 1.97 -7.24 -1.02  0.015
H 6.32 -1.53 -4.90  0.000
H -8.90 -2.08 1.95  0.000
H 4.33 -5.57 3.36  0.015
H 0.24 0.52 -1.73  0.011
H 1.00 -4.17 0.16  0.098
H -1.79 1.59 -1.06  0.017
H 6.22 0.88 -5.11  0.000
C 4.29 -2.53 2.23  0.226
C -2.65 7.23 -2.49  0.000
H 2.56 -6.70 -1.76  0.003
H -1.51 -0.58 7.83  0.009
C -1.97 8.55 -2.77  0.000
H -1.20 -2.26 -3.18  -0.007
H -0.73 0.12 -3.58  0.002
O 1.04 3.37 -2.34  0.000
C 6.01 0.73 -0.81  0.014
H 4.28 -2.58 1.14  0.015
H 1.81 -1.24 -2.81  0.052
H -2.32 -0.33 6.22  -0.038
H -0.03 -1.30 -9.31  0.000
C 0.39 -6.97 0.99  0.131
H -5.77 3.19 0.40  0.000
H -7.09 -0.67 2.79  0.001
C -6.68 1.43 1.46  0.002
H -1.45 -1.49 1.01  0.234
H 0.38 2.26 -0.17  0.005
H -0.50 -0.59 4.90  0.005
C -2.04 1.00 -0.18  -0.175
H -0.13 6.57 -3.96  0.000
H 0.21 0.37 9.02  0.001
H -9.18 -3.06 4.04  0.000
H 2.84 -7.26 2.74  0.011
C 5.74 -2.47 2.59  0.006
H -0.92 -0.75 -1.25  0.003
H 0.93 2.38 6.92  -0.028
H 4.11 -0.39 -5.47  0.000
C 5.05 -1.20 8.46  0.001
H 0.00 -0.94 1.87  -0.028
H -1.73 4.47 4.25  0.001
H -2.96 2.79 6.51  0.000
H -4.57 -3.06 -2.28  0.000
C 5.95 1.13 -4.09  0.001
H -8.20 0.51 3.32  0.001
H 0.77 7.77 -0.73  0.000
H -4.71 3.18 -1.70  0.000
H -1.57 3.75 6.69  0.001
C -9.28 1.36 0.98  0.001
C 4.64 -6.34 2.65  -0.031
H 0.12 -2.37 -7.30  0.000
H 6.27 -3.41 2.42  -0.001
H 1.02 0.33 5.01  0.358
C -0.18 -0.22 -9.17  0.000
N -0.66 0.44 0.29  -0.164
C 3.69 -2.54 -5.54  -0.001
C -1.69 0.16 -5.55  0.000
H 3.28 -0.17 4.59  0.137
C -8.08 -0.27 2.57  0.003
H -0.61 -5.62 -2.10  -0.003
C 1.69 -0.32 7.51  -0.134
H -2.56 -5.83 -0.68  0.007
C 8.28 0.51 -1.99  0.000
H -3.67 2.00 -2.36  0.002
H -1.55 8.61 -3.78  0.000
H 5.73 0.26 2.63  0.035
C -2.41 4.63 -2.15  -0.001
H 5.44 -5.88 2.06  0.002
H -10.30 -1.80 4.52  0.000
H -0.89 -7.73 -0.64  -0.001
C -4.46 -1.51 -1.98  0.000
H -10.14 0.72 0.78  0.000
C -9.01 2.39 -0.13  0.000
H -0.67 4.88 -4.09  0.001
H 6.63 -0.47 6.16  -0.001
H -2.62 9.42 -2.76  0.000
C -0.02 -0.20 -0.95  -0.133
H 1.96 -1.11 8.21  -0.008
H 3.93 -3.44 2.69  -0.055
C 0.89 -1.10 6.53  0.118
H 3.67 -0.49 2.04  0.094
H -1.10 5.92 -0.58  -0.001
H -2.45 -2.23 -4.55  0.001
H 1.50 -0.57 -6.91  0.000
H 8.58 1.47 -2.42  0.000
H 3.91 -3.51 -5.10  0.000
H 6.03 -0.79 8.71  0.000
H -1.37 8.99 -0.78  0.000
H -1.61 6.23 -4.73  0.000
H 5.15 -7.18 3.12  -0.001
N -0.67 -0.50 -6.58  -0.001
C -1.54 -0.38 -4.10  0.006
H 7.67 -1.46 -2.71  0.001
H -3.15 7.15 -1.53  0.000
H -1.86 1.44 4.58  0.094
H -1.93 0.11 -10.37  0.000
H -0.59 -3.61 -4.97  0.000
H 1.70 1.35 8.86  -0.007
H -2.47 -0.29 -3.55  -0.001
H 2.51 -8.03 -0.50  -0.001
H 0.21 3.30 2.18  -0.054
H 4.85 -1.97 9.21  0.000
C -1.47 -1.92 -4.18  0.002
H -1.71 -5.15 0.64  -0.026
C 3.81 -1.02 4.16  0.731
H -2.69 0.00 -5.97  0.000
C 0.08 7.54 -1.54  0.001
C -0.52 -2.54 -5.13  -0.001
C 0.21 1.74 7.43  0.054
H 4.38 -2.67 -6.37  0.000
N -0.63 0.99 6.36  -0.324
H -5.80 0.79 1.47  0.000
H 0.22 5.47 -1.73  -0.001
C 7.53 0.45 -0.61  -0.002
H 4.05 -2.06 6.96  0.019
C -0.38 2.46 1.80  -0.238
C 0.21 -0.12 5.58  -0.031
H 5.00 0.34 6.07  0.013
H 7.15 -1.89 4.29  -0.001
H -2.85 3.94 -4.15  0.000
H -0.85 1.50 -10.37  0.000
H -3.18 1.38 1.67  0.009
H 1.10 -1.52 0.20  -0.032
H 2.12 -5.11 1.78  -0.140
H -2.21 3.48 2.20  -0.016
H -2.05 -0.26 -8.13  0.000
H 4.29 -0.44 8.65  -0.001
H -7.69 3.82 -0.76  0.000
H 1.72 -4.64 -1.29  0.005
H -2.84 5.11 5.48  0.000
C 1.77 2.53 -2.82  0.010
H 1.94 -0.23 -0.52  -0.025
H -0.36 9.71 -1.91  0.000
H -4.09 4.88 -3.53  0.000
H -4.85 2.47 -3.37  0.000
H -7.59 0.10 -0.84  0.000
H -1.64 3.72 0.54  0.016
C -2.76 1.92 0.82  -0.001
H -3.51 2.50 0.28  0.021
H -3.43 3.90 4.34  0.002
H -0.52 2.37 7.93  0.007
H 0.09 -1.72 6.93  0.042
C -0.99 5.90 -3.89  -0.001
C -1.79 0.13 7.05  0.054
H -0.34 0.11 -11.35  0.000
H 2.69 -2.54 -5.97  0.000
N -7.95 0.54 1.22  -0.001
H -9.55 1.93 1.87  0.000
C -0.94 -0.62 1.42  0.669
H -6.86 1.90 2.43  0.000
N 1.47 -6.25 0.14  -0.223
H 0.91 -7.89 1.28  0.013
H 0.28 -6.39 1.91  -0.068
C -1.24 1.92 5.33  0.009
C 0.80 -0.10 -6.23  0.002
C -9.33 -1.98 4.06  0.000
H 5.43 0.74 0.12  0.011
C -0.89 0.41 -10.45  0.000
C 3.43 -6.86 1.92  -0.001
C -2.09 3.14 5.96  0.009
H 3.37 -5.35 0.40  0.013
H 2.44 -1.49 2.63  0.947
C -1.04 0.10 -7.95  0.000
H -1.17 1.18 -7.86  0.000
H -10.13 -0.85 2.40  0.000
N 6.05 -0.23 -3.24  -0.005
C 5.56 -0.59 5.99  -0.010
H 3.64 -7.63 1.18  0.002
C -3.38 4.12 -3.21  0.000
H -8.67 -1.57 4.82  0.000
H -0.65 1.84 2.65  0.261
H -2.60 0.09 -0.39  0.014
H -6.68 -0.95 0.08  0.002
H 0.84 0.12 -9.01  0.000
H 8.15 -0.24 -3.95  0.000
H 5.55 -1.34 -1.53  0.002
H 1.05 -7.44 -1.58  0.001
C -4.19 2.92 -2.63  0.001
O -3.45 -1.90 -1.38  -0.001
H 5.72 -2.55 6.97  -0.002
H 1.53 -1.77 5.97  -0.160
C 7.59 -0.42 -3.04  0.001
H -9.89 3.03 -0.18  0.000
C -7.68 -0.50 0.07  -0.002
H -0.37 2.27 4.78  0.023
C -0.49 -5.08 -1.16  -0.004
C -1.78 2.98 1.33  0.024
C 5.34 -0.30 -1.81  0.052
C -0.88 8.76 -1.73  0.000
H 5.79 -2.97 4.65  0.002
O 2.54 1.82 -2.18  0.002
H 7.62 -0.51 -0.10  0.000
H 6.27 -1.73 1.99  -0.004
H -2.96 4.77 -1.23  0.000
H 4.27 -0.19 -2.00  -0.029
H -0.85 -4.05 -1.28  -0.020
H -6.23 1.80 -0.57  0.001
O -5.14 -2.41 -2.68  0.000
H -1.63 -7.62 0.96  -0.004
H -2.40 0.84 7.61  0.008
C -2.56 4.23 4.92  -0.004
O 1.63 2.40 -4.20  0.000
C 4.12 -1.25 -4.80  -0.001
H 6.93 0.39 3.86  0.000
C 0.29 1.62 0.71  -0.139
O -4.94 -0.41 -1.80  0.001
H 5.94 1.74 -1.20  0.004
H 2.48 -2.52 -1.78  0.049
C 1.21 -1.00 -0.75  -0.247
H 2.53 0.16 7.01  0.076
H 0.78 7.49 -2.37  0.000
N 5.32 -0.86 4.46  -0.147
H 5.32 1.22 4.04  -0.013
H 3.38 -1.14 -4.01  -0.001